The following is a quantum chemistry calculation of C18H39AlF3NO3S as an isolated structure in a non-equilibrium geometry, from the OMol25 dataset.

Summary:
Maximum force (eV/Å): 3.501
E_LUMO (eV): -0.9
HOMO energy (eV): -6.606
HOMO-LUMO gap (hartree): 0.2102
Electronic energy (eV): -52511.4227
Net charge: 0

Cartesian coordinates (Å):
C  1.508  -5.967  -4.325
C  1.840  -5.103  -3.007
O  3.070  -5.498  -2.386
C  3.580  -4.435  -1.522
Al  2.373  -4.256  0.154
C  0.808  -2.960  -0.085
C  1.149  -1.428  0.217
C  2.027  -0.693  -0.893
C  1.664  -1.073  -2.398
C  1.707  0.888  -0.741
S  3.581  -3.881  2.099
O  2.614  -3.918  3.261
O  4.451  -2.654  2.059
C  4.684  -5.410  2.324
F  5.517  -5.618  1.202
F  5.534  -5.308  3.431
F  3.885  -6.570  2.395
H  0.728  -5.415  -4.949
H  1.084  -6.989  -4.084
H  2.436  -6.048  -4.968
H  0.987  -5.134  -2.246
H  1.985  -4.032  -3.383
H  4.617  -4.757  -1.150
H  3.737  -3.449  -2.069
H  1.716  -5.715  0.337
H  0.023  -3.270  0.698
H  0.271  -3.082  -1.091
H  1.723  -1.346  1.206
H  0.167  -0.848  0.383
H  3.129  -0.908  -0.708
H  2.286  -1.936  -2.777
H  1.965  -0.166  -3.038
H  0.556  -1.226  -2.588
H  2.532  1.515  -1.194
H  1.516  1.077  0.361
H  0.707  1.028  -1.289
C  -4.909  6.179  1.315
C  -3.895  5.556  2.273
C  -2.490  5.430  1.683
N  -2.149  4.076  1.037
C  -3.216  3.652  0.041
C  -2.940  2.278  -0.550
C  -2.786  1.230  0.541
C  -1.721  1.635  1.547
C  -1.975  3.020  2.125
C  -0.823  4.297  0.321
H  -5.159  5.520  0.483
H  -5.838  6.399  1.846
H  -4.532  7.117  0.899
H  -4.278  4.610  2.662
H  -3.824  6.230  3.133
H  -1.747  5.569  2.473
H  -2.322  6.198  0.924
H  -4.163  3.607  0.581
H  -3.271  4.419  -0.733
H  -3.772  1.999  -1.203
H  -2.050  2.297  -1.185
H  -2.532  0.264  0.097
H  -3.744  1.098  1.059
H  -0.733  1.590  1.079
H  -1.701  0.909  2.364
H  -1.145  3.336  2.760
H  -2.889  3.009  2.721
H  -0.094  4.642  1.054
H  -0.975  5.051  -0.452
H  -0.484  3.368  -0.131